[1]
{"formula": "C3H5NO2", "method": "ωB97M-V/def2-TZVPD", "gap_ev": 11.0, "e_homo_ev": -10.06, "de_lowest_kcal_mol": 82.14, "smiles": "C1OCN2O[C@H]12", "e_tot_ha": -322.44344, "species": ["H", "C", "H", "O", "H", "H", "H", "C", "O", "C", "N"], "xyz": [[-1.74, 1.15, 0.28], [-0.75, -0.85, -0.17], [1.26, 0.63, -1.33], [-0.13, 0.63, 1.62], [2.27, 0.09, 0.06], [-1.17, -1.61, 0.50], [-1.25, -0.90, -1.15], [1.25, 0.19, -0.32], [0.64, -1.07, -0.28], [-0.85, 0.54, 0.43], [0.42, 1.18, 0.36]]}

=====

[2]
{"formula": "C3H5NO2", "method": "ωB97M-V/def2-TZVPD", "gap_ev": 11.2, "e_homo_ev": -11.03, "de_lowest_kcal_mol": 64.58, "smiles": "N#C[C@H](O)CO", "e_tot_ha": -322.47141, "species": ["C", "O", "H", "O", "H", "H", "H", "N", "C", "C", "H"], "xyz": [[-1.74, -0.45, -0.47], [-0.64, 1.58, -0.04], [0.26, 1.88, 0.21], [1.62, 0.52, 0.44], [0.76, -1.49, 0.31], [2.27, -0.37, 0.34], [-0.80, 0.03, 1.34], [-2.56, -1.03, -1.04], [-0.66, 0.21, 0.26], [0.69, -0.37, -0.14], [0.81, -0.51, -1.22]]}

=====

[3]
{"formula": "C3H5NO2", "method": "ωB97M-V/def2-TZVPD", "gap_ev": 10.7, "e_homo_ev": -9.74, "de_lowest_kcal_mol": 44.07, "smiles": "[H]/N=C/OCC=O", "e_tot_ha": -322.50410, "species": ["C", "N", "H", "C", "O", "O", "H", "H", "H", "C", "H"], "xyz": [[-0.45, -0.17, 1.09], [-0.77, -0.02, -1.68], [-0.63, 0.09, 2.14], [0.88, -0.87, 0.94], [1.61, -0.63, 0.01], [-0.36, 1.02, 0.34], [1.20, -1.56, 1.72], [-0.54, 0.08, -2.67], [0.59, 1.55, -1.35], [-0.16, 0.84, -1.00], [-1.28, -0.80, 0.76]]}

=====

[4]
{"formula": "C3H5NO2", "method": "ωB97M-V/def2-TZVPD", "gap_ev": 10.5, "e_homo_ev": -9.66, "de_lowest_kcal_mol": 27.75, "smiles": "O=C1NC[C@@H]1O", "e_tot_ha": -322.53011, "species": ["O", "H", "C", "C", "N", "O", "H", "C", "H", "H", "H"], "xyz": [[-1.30, 0.18, 1.93], [1.89, -0.24, -0.62], [0.94, 0.28, -0.50], [-0.48, 0.15, 1.05], [0.70, 0.81, 0.84], [-1.28, -0.43, -1.28], [-0.06, -1.67, -0.13], [-0.30, -0.62, -0.29], [0.79, 1.00, -1.31], [1.15, 1.54, 1.36], [-2.04, -0.98, -1.05]]}

=====

[5]
{"formula": "C3H5NO2", "method": "ωB97M-V/def2-TZVPD", "gap_ev": 9.3, "e_homo_ev": -8.92, "de_lowest_kcal_mol": 76.07, "smiles": "O=C=CO.C=N", "e_tot_ha": -322.45311, "species": ["H", "H", "O", "C", "H", "H", "H", "O", "C", "C", "N"], "xyz": [[-0.84, -0.66, 2.82], [0.28, 1.03, -2.11], [-1.56, 1.34, -0.16], [-0.77, 0.86, 0.56], [1.06, 0.00, 1.10], [-0.46, -1.10, -2.02], [1.10, -1.53, -1.10], [-0.32, 0.15, 2.74], [0.06, 0.27, 1.41], [0.50, -0.77, -1.60], [0.95, 0.41, -1.64]]}

=====

[6]
{"formula": "C3H5NO2", "method": "ωB97M-V/def2-TZVPD", "gap_ev": [7.4, 7.4], "e_homo_ev": [-7.61, -7.61], "de_lowest_kcal_mol": 116.83, "e_tot_ha": -322.38815, "species": ["H", "C", "C", "O", "H", "H", "H", "H", "C", "O", "N"], "xyz": [[1.19, 0.23, 1.65], [0.75, -0.23, -0.38], [-1.53, -0.20, -0.70], [-2.58, -0.70, -0.52], [0.83, 1.66, 0.62], [0.78, -0.27, -2.26], [-1.02, -0.35, 1.69], [0.69, -1.31, -0.28], [0.60, 0.60, 0.81], [1.10, 0.29, -1.53], [-0.81, 0.28, 0.91]]}